*one*
Molecular formula: C7H13N2
Method: DFT, ωB97M-V/def2-TZVPD

Computed properties:
**Charge**: +1
**HOMO energy**: -12.94 eV
**Lowest unoccupied orbital energy**: -4.016 eV
**HOMO-LUMO gap**: 8.93 eV

Positions of all 22 atoms, in Å:
C 1.3232 -1.1996 -1.7691
C 1.2320 0.1201 -2.2188
C -0.0913 0.2444 -0.3425
C -1.8827 1.4752 0.5635
C 0.2538 1.2474 1.8464
C 0.2472 -2.5418 0.0217
C -0.7652 0.5155 1.0083
N 0.8338 -1.3897 -0.5762
N 0.5181 0.8535 -1.2803
H 1.9100 -1.9961 -2.2894
H 1.3168 0.5224 -3.1362
H -2.6131 0.9049 -0.0627
H -1.3008 2.2848 -0.0605
H -2.2894 1.9672 1.4468
H 0.6545 2.1622 1.4790
H 1.0492 0.5267 1.7700
H -0.0972 1.4240 2.8965
H -0.0831 -2.3513 1.0584
H -0.5891 -3.0782 -0.4984
H 1.0349 -3.2528 0.0109
H -1.0280 -0.3640 1.6187
H 0.3667 1.9252 -1.4859

*two*
Molecular formula: C7H13N2
Method: DFT, ωB97M-V/def2-TZVPD

Computed properties:
**Charge**: +1
**SMILES**: CN1[C@H]2CC[C@@H]1C=[N+]2C
**HOMO energy**: -13.75 eV
**Lowest unoccupied orbital energy**: -4.214 eV
**HOMO-LUMO gap**: 9.53 eV

Positions of all 22 atoms, in Å:
C -0.4685 0.0997 1.2615
C -1.8578 0.0683 -0.7227
C -0.6904 0.8259 -1.3717
C -1.0906 -0.9774 0.1743
C 0.5372 0.1683 -0.6703
C 1.0308 -2.1173 -0.0539
C 1.2734 1.8361 1.0405
N 0.1220 -1.1832 -0.5761
N 0.4440 0.7387 0.6373
H -0.7717 0.4239 2.2568
H -2.3675 0.7361 0.0219
H -2.5342 -0.4663 -1.3469
H -0.6486 0.4699 -2.5289
H -0.8894 1.8795 -1.2328
H -1.6183 -1.8070 0.6401
H 1.4775 0.1714 -1.1466
H 1.8179 -2.3899 -0.8169
H 1.6039 -1.9343 0.8308
H 0.3252 -3.0079 0.1010
H 1.5674 2.3122 0.1665
H 2.1075 1.5332 1.7046
H 0.6302 2.6202 1.6314

So which one is most stable? That would be *two*, about 31.2 kcal/mol below the next structure.